C5H7FO2 | ωB97M-V with the def2-TZVPD basis set

Each line ends with the Löwdin charge.
CARTESIAN COORDINATES (ANGSTROEM)
C (-0.102, -1.649, 0.040)  -0.046
C (-1.092, -0.785, -0.004)  -0.189
C (1.239, -0.977, 0.075)  -0.146
C (0.970, 0.497, -0.270)  -0.089
C (-0.515, 0.766, 0.013)  -0.525
O (-0.784, 1.262, 1.289)  0.044
O (-1.061, 1.555, -0.988)  0.044
F (-2.406, -0.985, -0.063)  0.104
H (-0.198, -2.720, 0.041)  0.106
H (1.679, -1.076, 1.069)  0.120
H (1.918, -1.441, -0.639)  0.114
H (1.610, 1.182, 0.287)  0.120
H (1.122, 0.676, -1.333)  0.124
H (-0.356, 2.122, 1.383)  0.106
H (-2.023, 1.572, -0.899)  0.113

The calculation puts the HOMO-LUMO gap (spin up / spin down) at 5.60 / 8.57 eV. The calculation puts the lowest unoccupied orbital energy (spin up / spin down) at 0.824 / -1.878 eV. As for the spin multiplicity: 3. The calculation puts the HOMO energy (spin up / spin down) at -0.1757 / -0.3840 Ha. The calculation puts the electronic energy at -444.86512 hartree. As for the expectation value of S²: 2.007. The calculation puts the energy above the lowest of the compared OMol25 structures with the same formula, charge and spin at 0.3 kcal/mol.



C43H36Cl2F3NO23 | ωB97M-V with the def2-TZVPD basis set

Each line ends with the Löwdin charge.
CARTESIAN COORDINATES (ANGSTROEM)
C (5.316, -4.766, 2.475)  -0.125
C (4.844, -3.604, 1.430)  -0.175
C (4.409, -4.105, -0.067)  -0.147
C (5.621, -4.558, -1.131)  -0.143
F (6.250, -3.404, -1.826)  -0.009
F (6.763, -5.239, -0.412)  0.013
F (5.084, -5.423, -2.249)  0.012
C (3.783, -5.624, 0.259)  -0.218
O (4.335, -6.829, 0.259)  0.032
O (2.314, -5.680, 0.525)  -0.048
C (1.834, -4.368, -0.022)  -0.258
N (1.119, -3.700, 1.120)  -0.072
C (1.389, -4.325, 2.467)  -0.082
C (-0.391, -3.933, 0.902)  -0.289
C (-1.069, -5.367, 0.488)  -0.018
O (-1.202, -2.875, 1.054)  -0.043
C (3.073, -3.549, -0.801)  -0.151
C (2.606, -2.030, -0.978)  -0.457
Cl (0.800, -1.784, -1.511)  0.595
C (3.338, -0.752, -0.857)  -0.559
C (2.638, 0.743, -1.126)  -0.129
Cl (5.119, -0.771, -0.440)  0.605
H (5.954, -4.227, 3.328)  0.101
H (4.459, -5.351, 3.012)  0.081
H (6.044, -5.581, 2.019)  0.096
H (5.802, -2.906, 1.278)  0.108
H (4.040, -2.893, 1.946)  0.140
H (1.209, -4.719, -0.977)  0.171
H (0.893, -3.592, 3.270)  0.113
H (2.528, -4.376, 2.771)  0.088
H (0.823, -5.363, 2.635)  0.116
H (-1.473, -5.332, -0.635)  0.113
H (-0.283, -6.266, 0.488)  0.101
H (-1.983, -5.628, 1.188)  0.104
H (2.994, -3.994, -1.909)  0.177
H (3.388, 1.539, -0.663)  0.090
H (2.438, 0.948, -2.270)  0.065
H (1.662, 0.751, -0.465)  0.057
C (-0.964, 4.045, 2.413)  0.079
C (-0.536, 3.206, 1.467)  -0.202
C (0.389, 3.660, 0.392)  -0.291
O (0.780, 2.862, -0.453)  0.078
C (0.797, 5.073, 0.384)  0.079
C (0.366, 5.913, 1.328)  -0.207
C (-0.536, 5.453, 2.419)  -0.306
O (-0.901, 6.243, 3.283)  0.107
O (0.744, 7.243, 1.326)  0.081
O (-0.935, 1.883, 1.453)  0.088
H (-1.634, 3.728, 3.202)  0.139
H (1.455, 5.394, -0.413)  0.137
H (0.303, 7.641, 2.108)  0.117
H (-0.490, 1.484, 0.674)  0.110
C (-1.715, -4.279, 6.381)  0.083
C (-2.687, -3.792, 7.153)  -0.203
C (-3.834, -3.041, 6.572)  -0.299
O (-4.723, -2.621, 7.306)  0.109
C (-3.851, -2.826, 5.117)  0.062
C (-2.876, -3.310, 4.345)  -0.206
C (-1.744, -4.084, 4.923)  -0.277
O (-0.873, -4.532, 4.185)  0.068
O (-2.884, -3.109, 2.976)  0.067
O (-2.665, -3.968, 8.525)  0.082
H (-0.876, -4.828, 6.789)  0.138
H (-4.681, -2.263, 4.710)  0.138
H (-2.076, -3.556, 2.643)  0.059
H (-3.476, -3.526, 8.858)  0.117
C (-8.617, -3.456, 2.724)  0.078
C (-9.576, -4.171, 3.316)  -0.208
C (-9.248, -5.278, 4.256)  -0.306
O (-10.151, -5.904, 4.799)  0.106
C (-7.828, -5.583, 4.493)  0.080
C (-6.869, -4.871, 3.898)  -0.200
C (-7.198, -3.746, 2.981)  -0.301
O (-6.294, -3.098, 2.463)  0.110
O (-5.533, -5.154, 4.115)  0.072
O (-10.913, -3.906, 3.078)  0.079
H (-8.841, -2.647, 2.041)  0.138
H (-7.604, -6.402, 5.164)  0.138
H (-5.037, -4.500, 3.575)  0.084
H (-11.408, -4.556, 3.623)  0.117
C (-0.086, 3.118, -6.044)  0.080
C (0.380, 2.097, -5.322)  -0.202
C (1.791, 2.064, -4.849)  -0.288
O (2.185, 1.121, -4.171)  0.066
C (2.670, 3.182, -5.224)  0.083
C (2.205, 4.202, -5.949)  -0.201
C (0.787, 4.247, -6.399)  -0.301
O (0.384, 5.207, -7.048)  0.114
O (3.027, 5.255, -6.308)  0.077
O (-0.434, 1.030, -4.987)  0.082
H (-1.110, 3.156, -6.393)  0.139
H (3.698, 3.137, -4.889)  0.139
H (2.458, 5.864, -6.827)  0.083
H (0.133, 0.424, -4.463)  0.112
C (0.892, 9.886, -6.629)  0.082
C (0.989, 11.021, -5.935)  -0.206
C (2.302, 11.510, -5.431)  -0.305
O (2.363, 12.567, -4.813)  0.109
C (3.492, 10.686, -5.697)  0.079
C (3.394, 9.549, -6.388)  -0.204
C (2.085, 9.075, -6.916)  -0.294
O (2.030, 8.035, -7.563)  0.097
O (4.508, 8.769, -6.639)  0.083
O (-0.129, 11.787, -5.660)  0.082
H (-0.056, 9.520, -7.004)  0.140
H (4.437, 11.044, -5.309)  0.139
H (4.178, 8.002, -7.157)  0.112
H (0.202, 12.557, -5.148)  0.117

The calculation puts the HOMO-LUMO gap at 7.41 eV. The calculation puts the lowest unoccupied orbital energy at -1.893 eV. As for the spin multiplicity: 1. The calculation puts the HOMO energy at -0.3419 Ha. The calculation puts the electronic energy at -4665.03394 hartree. As for the SMILES: CC[C@@]1(C(F)(F)F)C(=O)O[C@@H](N(C)C(C)=O)[C@H]1/C(Cl)=C(/C)Cl.O=C1C=C(O)C(=O)C=C1O.O=C1C=C(O)C(=O)C=C1O.O=C1C=C(O)C(=O)C=C1O.O=C1C=C(O)C(=O)C=C1O.O=C1C=C(O)C(=O)C=C1O. The calculation puts the energy above the lowest of the compared OMol25 structures with the same formula, charge and spin at 246.1 kcal/mol.



H12LiO6 | ωB97M-V with the def2-TZVPD basis set

Each line ends with the Löwdin charge.
CARTESIAN COORDINATES (ANGSTROEM)
Li (7.787, -15.664, -0.435)  0.722
O (7.494, -13.749, -1.078)  -0.094
H (6.683, -13.650, -1.577)  0.052
H (7.967, -12.930, -1.224)  0.068
O (8.970, -15.080, 1.176)  -0.067
H (8.832, -14.393, 1.828)  0.086
H (9.495, -15.740, 1.629)  0.077
O (8.760, -15.935, -2.310)  -0.072
H (8.912, -15.246, -2.957)  0.067
H (8.214, -16.575, -2.764)  0.063
O (10.501, -13.888, -0.997)  -0.033
H (10.270, -14.550, -1.650)  0.000
H (10.034, -14.159, -0.207)  -0.019
O (7.932, -17.556, 0.136)  -0.073
H (7.792, -17.769, 1.059)  0.068
H (8.506, -18.251, -0.187)  0.075
O (5.700, -15.860, -1.216)  -0.051
H (5.171, -16.280, -0.538)  0.066
H (5.423, -16.280, -2.031)  0.067

The calculation puts the HOMO-LUMO gap at 10.81 eV. The calculation puts the lowest unoccupied orbital energy at -3.477 eV. As for the spin multiplicity: 1. The calculation puts the HOMO energy at -0.5252 Ha. The calculation puts the electronic energy at -466.04732 hartree. The charge is +1. The calculation puts the energy above the lowest of the compared OMol25 structures with the same formula, charge and spin at 8.7 kcal/mol.



C22H42FIN6O4 | ωB97M-V with the def2-TZVPD basis set

Each line ends with the Löwdin charge.
CARTESIAN COORDINATES (ANGSTROEM)
C (4.838, 5.065, 3.550)  -0.071
C (3.476, 5.327, 4.178)  -0.402
C (3.731, 5.479, 5.691)  -0.070
C (2.503, 4.156, 4.029)  -0.091
C (1.857, 3.932, 2.645)  -0.240
C (2.250, 4.971, 1.705)  -0.199
N (2.592, 5.830, 1.016)  0.246
C (0.330, 4.093, 2.704)  -0.330
O (-0.295, 4.501, 1.758)  0.170
N (-0.349, 3.758, 3.941)  0.154
C (-1.698, 3.475, 3.692)  -0.513
O (-2.131, 2.424, 3.289)  0.168
F (-2.503, 4.479, 4.005)  0.158
C (2.209, 2.556, 1.954)  -0.334
C (3.595, 2.674, 1.511)  -0.204
N (4.699, 2.788, 1.192)  0.229
C (1.346, 2.281, 0.694)  -0.175
N (2.126, 1.452, -0.243)  0.042
C (2.198, 1.291, 2.823)  -0.216
C (0.873, 0.915, 3.512)  -0.702
C (0.950, 1.046, 5.025)  -0.176
I (0.537, -1.208, 3.108)  0.839
H (5.574, 5.711, 4.002)  0.080
H (4.829, 5.160, 2.478)  0.052
H (5.095, 4.035, 3.761)  0.077
H (3.058, 6.270, 3.852)  0.131
H (2.833, 5.307, 6.265)  0.070
H (4.140, 6.457, 5.896)  0.080
H (4.485, 4.768, 5.996)  0.080
H (1.730, 4.319, 4.762)  0.095
H (3.030, 3.280, 4.370)  0.122
H (-0.342, 4.603, 4.512)  0.156
H (0.483, 1.699, 0.979)  0.121
H (1.057, 3.210, 0.232)  0.114
H (2.467, 2.067, -0.968)  0.080
H (1.479, 0.807, -0.687)  0.033
H (2.457, 0.506, 2.133)  0.062
H (2.993, 1.294, 3.549)  0.111
H (0.011, 1.393, 3.085)  0.027
H (1.934, 0.788, 5.384)  0.075
H (0.722, 2.042, 5.375)  0.056
H (0.263, 0.360, 5.490)  0.041
C (-0.077, -0.890, -3.461)  -0.065
C (0.775, -1.873, -2.664)  -0.420
C (0.160, -3.275, -2.555)  -0.206
O (-0.897, -3.383, -1.623)  -0.185
C (-2.168, -2.984, -2.103)  -0.101
N (1.060, -1.295, -1.346)  0.041
H (-0.940, -0.542, -2.895)  0.065
H (0.511, -0.011, -3.724)  0.075
H (-0.437, -1.341, -4.388)  0.079
H (1.725, -1.983, -3.193)  0.137
H (0.934, -3.956, -2.193)  0.123
H (-0.157, -3.646, -3.538)  0.118
H (-2.296, -3.231, -3.162)  0.079
H (-2.332, -1.915, -1.949)  0.079
H (-2.922, -3.521, -1.527)  0.088
H (1.710, -1.900, -0.852)  0.084
H (0.205, -1.356, -0.798)  0.069
C (-4.917, -7.320, -5.004)  -0.070
C (-3.939, -6.575, -5.907)  -0.433
C (-3.396, -5.278, -5.289)  -0.219
O (-4.298, -4.188, -5.314)  -0.193
C (-5.240, -4.161, -4.257)  -0.107
N (-4.574, -6.346, -7.207)  0.039
H (-5.897, -6.844, -4.980)  0.064
H (-5.063, -8.336, -5.368)  0.076
H (-4.541, -7.382, -3.981)  0.078
H (-3.079, -7.231, -6.067)  0.135
H (-2.538, -4.955, -5.885)  0.121
H (-3.030, -5.448, -4.267)  0.113
H (-4.811, -4.544, -3.327)  0.084
H (-6.138, -4.728, -4.512)  0.076
H (-5.534, -3.123, -4.103)  0.089
H (-3.893, -5.944, -7.845)  0.072
H (-5.264, -5.611, -7.088)  0.069

The calculation puts the HOMO-LUMO gap at 9.26 eV. The calculation puts the lowest unoccupied orbital energy at -0.100 eV. As for the spin multiplicity: 1. The calculation puts the HOMO energy at -0.3440 Ha. The calculation puts the electronic energy at -1890.46059 hartree. As for the SMILES: CC(C)C[C@](C#N)(C(=O)NC(=O)F)[C@](C#N)(CN)C[C@H](C)I.COC[C@@H](C)N.COC[C@@H](C)N.



C5H9NO | ωB97M-V with the def2-TZVPD basis set

Each line ends with the Löwdin charge.
CARTESIAN COORDINATES (ANGSTROEM)
C (-1.052, 2.562, -0.612)  -0.099
O (-0.049, 1.532, -0.815)  -0.190
C (-0.065, 0.432, 0.109)  -0.134
C (0.031, -1.273, 0.027)  -0.233
C (1.316, -2.028, -0.459)  -0.074
C (-0.065, -1.346, 1.506)  -0.264
N (-0.100, -1.091, 2.636)  0.164
H (-0.773, 3.441, -1.211)  0.085
H (-1.186, 2.989, 0.406)  0.092
H (-2.044, 2.225, -0.942)  0.084
H (-0.970, 0.565, 0.688)  0.096
H (0.775, 0.563, 0.790)  0.109
H (-0.812, -1.858, -0.380)  0.129
H (1.329, -3.109, -0.211)  0.085
H (1.460, -1.991, -1.547)  0.076
H (2.204, -1.612, 0.017)  0.075

The calculation puts the HOMO-LUMO gap at 10.93 eV. The calculation puts the lowest unoccupied orbital energy at 0.794 eV. As for the spin multiplicity: 1. The calculation puts the HOMO energy at -0.3726 Ha. The calculation puts the electronic energy at -325.81968 hartree. As for the SMILES: COC[C@@H](C)C#N. The calculation puts the energy above the lowest of the compared OMol25 structures with the same formula, charge and spin at 74.0 kcal/mol.



C18H38F2IN3O6PtS2 | ωB97M-V with the def2-TZVPD basis set

Each line ends with the Löwdin charge.
CARTESIAN COORDINATES (ANGSTROEM)
Pt (-0.154, -1.193, 0.167)  0.852
N (0.766, -2.616, -1.109)  -0.452
S (0.924, -4.238, -1.106)  0.470
O (2.129, -4.690, -0.525)  -0.231
O (0.300, -4.887, -2.198)  -0.229
F (-0.086, -4.505, 0.105)  -0.255
S (1.854, -2.165, -2.282)  0.487
O (1.412, -2.354, -3.605)  -0.223
O (3.201, -2.421, -1.951)  -0.231
F (1.701, -0.608, -1.986)  -0.207
I (-1.347, -2.393, 2.337)  0.129
C (-3.185, 2.077, -1.328)  0.001
C (-2.952, 0.943, -0.312)  -0.479
C (-4.260, 0.478, 0.330)  -0.151
C (-5.149, -0.347, -0.561)  -0.169
C (-4.346, -1.554, -1.069)  -0.125
C (-3.018, -1.231, -1.751)  -0.485
N (-2.248, -0.261, -0.859)  -0.088
O (-1.033, 0.119, -1.499)  -0.151
C (-2.247, -2.534, -1.876)  -0.058
C (-3.192, -0.617, -3.140)  -0.013
C (-2.119, 1.473, 0.865)  -0.053
H (-2.557, 1.963, -2.213)  0.072
H (-3.104, 3.045, -0.844)  0.094
H (-4.190, 2.025, -1.754)  0.081
H (-3.990, -0.098, 1.225)  0.118
H (-4.791, 1.337, 0.749)  0.130
H (-5.532, 0.208, -1.424)  0.107
H (-6.009, -0.756, -0.031)  0.118
H (-5.002, -2.091, -1.754)  0.130
H (-4.102, -2.153, -0.187)  0.119
H (-1.315, -2.335, -2.412)  0.063
H (-2.003, -3.058, -0.955)  0.048
H (-2.813, -3.196, -2.534)  0.106
H (-3.737, -1.358, -3.731)  0.100
H (-3.900, 0.217, -3.151)  0.076
H (-2.273, -0.316, -3.636)  0.090
H (-2.778, 1.996, 1.565)  0.097
H (-1.385, 2.220, 0.561)  0.067
H (-1.694, 0.665, 1.457)  0.015
H (-1.177, 0.814, -2.160)  0.096
C (1.749, 3.095, 1.829)  -0.013
C (2.320, 2.125, 0.799)  -0.497
C (3.768, 2.396, 0.461)  -0.146
C (4.790, 1.820, 1.415)  -0.166
C (4.519, 0.326, 1.575)  -0.129
C (3.086, -0.019, 1.978)  -0.511
N (2.126, 0.705, 1.146)  -0.073
O (0.793, 0.394, 1.472)  -0.203
C (2.900, -1.519, 1.745)  -0.031
C (2.877, 0.210, 3.487)  -0.020
C (1.559, 2.328, -0.517)  -0.033
H (1.926, 4.134, 1.552)  0.094
H (2.241, 2.992, 2.803)  0.076
H (0.688, 2.930, 2.030)  0.076
H (4.042, 2.170, -0.577)  0.129
H (3.936, 3.479, 0.353)  0.128
H (4.728, 2.266, 2.417)  0.112
H (5.827, 2.007, 1.133)  0.115
H (5.132, -0.063, 2.394)  0.122
H (4.862, -0.222, 0.693)  0.130
H (2.864, -1.758, 0.680)  0.065
H (3.712, -2.097, 2.180)  0.102
H (1.930, -1.800, 2.164)  0.041
H (1.890, -0.178, 3.765)  0.082
H (3.564, -0.416, 4.058)  0.094
H (2.946, 1.238, 3.838)  0.072
H (0.483, 2.168, -0.396)  0.052
H (1.835, 1.563, -1.242)  0.070
H (1.712, 3.307, -0.974)  0.096
H (0.595, 0.818, 2.323)  0.103

The calculation puts the HOMO-LUMO gap (spin up / spin down) at 8.62 / 6.67 eV. The calculation puts the lowest unoccupied orbital energy (spin up / spin down) at 0.052 / -1.890 eV. As for the spin multiplicity: 3. The calculation puts the HOMO energy (spin up / spin down) at -0.3149 / -0.3147 Ha. The calculation puts the electronic energy at -2737.30156 hartree. As for the expectation value of S²: 2.007. The calculation puts the energy above the lowest of the compared OMol25 structures with the same formula, charge and spin at 0.0 kcal/mol.